Record 1
C2H3N3S2 | the ωB97M-V functional and the def2-TZVPD basis

XYZ file:
```
10
Properties=species:S:1:pos:R:3:forces:R:3:lowdin_charge:R:1
C 1.063 -0.300 -0.128 -0.4 -0.7 -0.3 -0.83
C -1.786 0.794 0.086 0.9 1.1 0.4 -0.56
H 2.928 -0.048 -0.266 -0.5 -0.8 0.1 0.05
H 0.064 -1.952 0.662 0.4 -0.3 0.2 0.09
H -2.737 1.114 0.497 -0.3 -0.3 -0.2 0.07
N 2.220 -0.804 -0.145 1.0 1.1 0.1 0.08
N -0.033 -1.078 0.191 -0.7 0.7 -0.5 -0.35
N -0.853 1.676 0.160 -1.1 -0.6 0.0 -0.39
S -1.530 -0.809 -0.575 0.1 0.0 0.3 0.92
S 0.663 1.405 -0.482 0.4 -0.3 0.0 0.93
```
Forces are in eV/Å.

Computed properties:
Relative energy (zero: lowest compared OMol25 entry of this formula, charge and spin): 76.1 kJ/mol
HOMO energy: -0.334 hartree
Orbital gap: 9.13 eV
Largest force on an atom: 1.49 eV/A
SMILES: [H]/N=C1/NSC=NS1
Multiplicity: 1

---

Record 2
C3H3NO2 | the ωB97M-V functional and the def2-TZVPD basis

XYZ file:
```
9
Properties=species:S:1:pos:R:3:forces:R:3:lowdin_charge:R:1
C -0.658 0.141 -0.015 1.5 -0.3 0.8 -0.43
C 0.272 1.174 0.033 -1.0 -0.1 -0.3 -0.01
C 1.504 0.481 0.011 -0.1 -1.6 -0.3 -0.16
H -2.410 -0.750 0.223 1.8 2.8 -0.9 0.21
H 0.088 2.263 0.015 0.1 -1.1 0.1 0.12
H 2.538 0.875 0.023 -0.9 -0.3 -0.1 0.12
N 1.343 -0.839 -0.056 0.2 0.8 0.9 0.05
O -1.970 0.167 -0.052 -2.3 -2.3 0.8 0.09
O -0.070 -1.079 0.046 0.7 2.1 -0.9 0.00
```
Forces are in eV/Å.

Computed properties:
Relative energy (zero: lowest compared OMol25 entry of this formula, charge and spin): 242.2 kJ/mol
HOMO energy: -0.333 hartree
Orbital gap: 9.51 eV
Largest force on an atom: 3.43 eV/A
SMILES: Oc1ccno1
Multiplicity: 1

---

Record 3
C15H15DyN3P | the ωB97M-V functional and the def2-TZVPD basis

XYZ file:
```
35
Properties=species:S:1:pos:R:3:forces:R:3:lowdin_charge:R:1
C -3.455 1.662 -2.569 0.1 -0.5 1.0 -0.27
C -4.351 0.648 -3.019 0.8 -0.3 0.7 -0.19
C -4.680 -0.174 -1.895 0.1 1.1 -0.2 -0.18
C -4.089 0.389 -0.729 0.8 0.4 -0.7 -0.19
C -3.306 1.511 -1.136 -0.5 -0.4 -0.8 -0.27
Dy -0.015 1.600 -2.200 -0.6 -1.3 -2.2 1.11
P -0.209 4.297 -1.751 -0.1 3.1 0.4 0.59
H -2.976 2.410 -3.198 -0.3 0.3 0.0 0.02
H -4.661 0.546 -4.058 0.0 -0.2 0.3 0.06
H -5.331 -1.041 -1.910 0.0 0.1 0.0 0.07
H -2.751 2.172 -0.470 -0.1 0.0 -0.1 0.03
H -4.133 0.019 0.300 -0.1 0.1 -0.5 0.07
H -1.082 4.927 -0.801 0.3 -0.3 -0.4 -0.09
H -0.501 5.154 -2.884 0.2 -0.4 0.7 -0.10
H 1.009 4.961 -1.327 -0.7 -0.4 -0.3 -0.10
N 5.868 -4.718 2.852 -1.9 1.3 -0.8 0.15
C 4.960 -4.080 2.480 1.8 -1.4 0.8 -0.19
C 3.861 -3.249 2.082 -0.1 0.2 -0.1 -0.25
C 3.167 -3.454 0.881 -0.4 0.1 0.0 -0.02
C 2.117 -2.602 0.524 0.5 -0.2 -0.1 0.00
C 1.900 -1.446 1.281 -0.6 0.8 0.0 -0.18
C 2.578 -1.233 2.489 0.6 -0.6 0.2 0.00
C 3.514 -2.175 2.913 -0.4 0.5 -0.2 -0.02
N 0.995 -0.454 0.836 1.5 -0.7 1.8 -0.04
C 0.517 0.602 1.621 0.1 -0.1 0.8 -0.04
C -0.436 1.233 0.915 0.2 -0.5 -1.2 -0.12
N -0.445 0.701 -0.372 -1.0 -1.1 1.9 -0.30
C 0.458 -0.332 -0.394 -0.2 0.5 -1.1 -0.29
H 3.439 -4.293 0.236 -0.2 0.2 0.3 0.12
H 1.471 -2.827 -0.332 0.5 0.1 0.3 0.11
H 2.405 -0.340 3.090 0.0 -0.4 -0.2 0.10
H 3.985 -2.064 3.889 0.1 0.0 -0.3 0.12
H 0.887 0.806 2.618 -0.3 -0.2 -0.3 0.11
H -1.182 1.958 1.174 0.2 0.4 0.2 0.10
H 0.471 -1.116 -1.136 -0.2 -0.1 0.3 0.08
```
Forces are in eV/Å.

Computed properties:
Relative energy (zero: lowest compared OMol25 entry of this formula, charge and spin): 307.7 kJ/mol
HOMO energy (spin up / spin down): -0.220 / -0.197 hartree
Orbital gap (spin up / spin down): 5.09 / 4.03 eV
Largest force on an atom: 3.08 eV/A
Multiplicity: 6

---

Record 4
C8H17GeIrN2O3 | the ωB97M-V functional and the def2-TZVPD basis

XYZ file:
```
32
Properties=species:S:1:pos:R:3:forces:R:3:lowdin_charge:R:1
Ir 0.395 0.774 0.029 0.0 0.0 -0.2 1.46
N -1.717 0.874 -0.124 -0.1 0.0 0.1 -0.08
C -2.252 0.987 1.274 0.0 0.0 0.0 -0.10
C -1.235 0.526 2.315 -0.1 0.0 0.0 -0.50
O -1.504 0.416 3.476 0.1 0.0 0.0 0.15
N 0.009 0.221 1.774 0.0 0.0 0.1 -0.16
C 1.171 -0.114 2.598 -0.1 -0.1 0.0 -0.08
C 2.423 0.114 1.765 -0.2 0.0 -0.2 -0.52
O 3.516 0.215 2.202 0.2 -0.1 0.0 0.18
O 2.173 0.197 0.396 0.1 0.1 0.3 -0.22
H -2.114 1.602 -0.713 0.1 0.1 0.0 0.11
H -2.024 -0.006 -0.534 0.0 0.0 0.0 0.11
H -3.165 0.409 1.400 0.0 0.0 0.0 0.14
H -2.484 2.030 1.480 0.0 -0.1 0.0 0.11
H 1.148 -1.170 2.874 -0.1 0.0 0.1 0.15
H 1.197 0.475 3.513 0.1 0.0 0.0 0.15
C 1.482 5.556 -0.324 0.0 0.0 0.0 -0.21
Ge -0.028 4.340 -0.269 0.0 0.0 0.0 0.78
C -1.348 4.667 -1.660 0.0 0.0 0.0 -0.21
C -0.837 4.307 1.505 0.0 0.0 0.0 -0.20
C 0.825 2.558 -0.670 0.0 -0.2 0.0 -0.38
H 1.132 6.582 -0.214 0.0 0.0 0.0 0.03
H 2.016 5.477 -1.270 0.0 0.0 0.0 0.03
H 2.175 5.340 0.489 0.0 0.0 0.0 0.03
H -1.658 5.712 -1.627 0.0 0.0 0.0 0.03
H -2.241 4.054 -1.521 0.0 0.0 0.0 0.01
H -0.937 4.469 -2.650 0.0 0.0 0.0 0.03
H -0.865 5.334 1.871 0.0 0.0 0.0 0.04
H -0.262 3.719 2.220 0.0 0.0 0.0 0.03
H -1.868 3.952 1.482 0.1 0.0 0.0 0.01
H 1.904 2.682 -0.538 0.0 0.0 0.0 0.03
H 0.622 2.184 -1.712 0.0 0.1 0.0 0.04
```
Forces are in eV/Å.

Computed properties:
Relative energy (zero: lowest compared OMol25 entry of this formula, charge and spin): 0.0 kJ/mol
HOMO energy (spin up / spin down): -0.504 / -0.502 hartree
Orbital gap (spin up / spin down): 8.30 / 7.10 eV
Largest force on an atom: 0.36 eV/A
Charge: +1
Multiplicity: 2

---

Record 5
C5H13NS | the ωB97M-V functional and the def2-TZVPD basis

XYZ file:
```
20
Properties=species:S:1:pos:R:3:forces:R:3:lowdin_charge:R:1
C 2.599 -0.980 -1.219 -1.2 1.3 -2.2 -0.10
N 1.205 -0.592 -0.913 -0.3 -1.8 2.5 -0.11
C -0.051 0.000 -1.380 0.3 -1.2 -1.4 -0.37
C -0.952 0.426 -0.204 -1.6 0.2 0.0 -0.23
C -0.504 0.112 1.204 2.4 0.3 0.4 -0.61
S -0.971 1.178 2.574 -1.5 0.2 1.1 0.67
C -0.802 -1.036 -2.279 -0.1 0.2 -0.4 -0.07
H 3.040 -1.529 -0.396 -0.2 0.2 0.3 0.07
H 2.556 -1.633 -2.098 0.7 -0.1 -0.1 0.07
H 3.188 -0.099 -1.468 0.2 -0.1 0.1 0.07
H 0.862 -1.500 -0.614 -0.1 0.2 0.5 0.09
H 0.093 0.782 -2.124 0.4 0.6 0.7 0.13
H -1.348 1.439 -0.326 0.9 0.4 0.3 0.10
H -1.935 -0.060 -0.311 0.3 -0.4 -0.1 0.10
H -0.696 -0.920 1.501 -0.7 0.2 0.2 0.07
H 0.582 0.090 1.338 0.0 0.2 -0.9 0.05
H -0.272 2.341 2.536 0.2 -0.7 -0.8 -0.15
H -0.419 -0.824 -3.277 -0.4 -0.4 -0.3 0.07
H -0.684 -2.114 -2.113 0.6 0.2 0.5 0.08
H -1.887 -0.915 -2.234 0.1 0.4 -0.3 0.07
```
Forces are in eV/Å.

Computed properties:
Relative energy (zero: lowest compared OMol25 entry of this formula, charge and spin): 223.7 kJ/mol
HOMO energy: -0.300 hartree
Orbital gap: 9.08 eV
Largest force on an atom: 3.07 eV/A
SMILES: CN[C@@H](C)CCS
Multiplicity: 1

---

Record 6
C3H4ErO4 | the ωB97M-V functional and the def2-TZVPD basis

XYZ file:
```
12
Properties=species:S:1:pos:R:3:forces:R:3:lowdin_charge:R:1
C -0.688 0.428 -0.199 -3.4 0.0 1.4 -0.31
O -1.762 0.980 -0.448 2.7 -0.3 0.3 -0.01
O -0.620 -0.864 0.054 2.5 -1.2 -1.7 0.12
C 0.719 -1.115 0.459 -3.3 -2.7 1.3 0.09
O 0.144 0.862 1.267 1.4 -1.3 -0.6 0.19
C 0.918 -0.176 1.497 0.4 4.7 -2.3 0.12
Er -4.145 1.059 -0.381 -0.2 0.2 -0.2 1.90
H 1.857 -0.042 2.040 -0.5 -0.2 1.0 0.21
H 0.903 -2.179 0.592 0.5 -0.1 -0.6 0.20
O 0.636 0.297 -1.841 -0.8 -3.4 4.4 0.08
H 0.778 1.243 -1.961 1.6 0.5 0.1 0.12
H 1.260 -0.494 -1.080 -1.1 3.6 -3.1 0.28
```
Forces are in eV/Å.

Computed properties:
HOMO energy (spin up / spin down): -0.846 / -0.765 hartree
Orbital gap (spin up / spin down): 9.14 / 4.61 eV
Largest force on an atom: 5.58 eV/A
Charge: +3
Multiplicity: 4

---

Record 7
C10H9N2O | the ωB97M-V functional and the def2-TZVPD basis

XYZ file:
```
22
Properties=species:S:1:pos:R:3:forces:R:3:lowdin_charge:R:1
C 1.846 -1.624 1.928 3.0 1.1 2.3 -0.43
C 1.465 1.630 -0.835 0.7 -0.9 -1.2 -0.05
C 0.534 2.690 -0.807 1.6 1.0 -0.3 -0.15
C 0.958 0.305 -0.755 2.3 2.1 0.8 -0.04
C -0.752 2.417 -0.605 -3.6 1.2 0.6 -0.07
C -0.342 0.011 -0.384 -0.5 2.2 -0.7 -0.20
C -1.257 1.128 -0.283 2.5 -0.6 -0.7 -0.24
C -0.838 -1.346 -0.483 -3.1 -2.1 0.6 -0.20
C 0.082 -2.370 0.181 1.9 1.2 -0.2 -0.26
C 0.602 -1.740 1.454 -2.2 -0.4 -0.6 -0.22
N 2.758 -1.345 2.640 -0.6 -0.6 -1.4 0.02
N -2.465 0.788 0.194 -3.5 1.5 0.5 -0.04
O -3.378 1.682 0.250 2.0 -1.4 -0.2 -0.12
H 2.570 1.798 -1.136 -2.0 -0.3 0.8 0.12
H 0.722 3.775 -0.938 0.6 -1.0 -0.1 0.10
H 1.738 -0.437 -0.756 -0.2 -0.6 -0.3 0.10
H -1.455 3.302 -0.685 0.6 -1.4 0.4 0.12
H -1.795 -1.455 0.211 1.7 0.6 -1.7 0.14
H -1.223 -1.571 -1.554 0.7 0.2 1.5 0.14
H -0.567 -3.112 0.472 -1.3 -2.4 0.4 0.05
H 0.883 -2.851 -0.422 -0.4 0.6 0.1 0.11
H -0.084 -1.675 2.312 -0.2 0.0 -0.6 0.10
```
Forces are in eV/Å.

Computed properties:
Relative energy (zero: lowest compared OMol25 entry of this formula, charge and spin): 345.7 kJ/mol
HOMO energy (spin up / spin down): -0.078 / -0.106 hartree
Orbital gap (spin up / spin down): 4.13 / 5.39 eV
Largest force on an atom: 3.89 eV/A
Charge: -1
SMILES: [N-]=C=CCCc1ccccc1N=O
Multiplicity: 1

---

Record 8
C3HO2Sr | the ωB97M-V functional and the def2-TZVPD basis

XYZ file:
```
7
Properties=species:S:1:pos:R:3:forces:R:3:lowdin_charge:R:1
O 1.061 -0.940 0.002 0.5 -0.5 0.0 -0.20
O 0.712 1.214 0.027 0.2 0.5 -0.1 -0.21
C 0.257 0.033 -0.026 -0.1 0.0 -0.1 -0.73
Sr 2.981 0.488 0.025 -1.0 -0.1 0.0 1.87
C -2.177 0.639 0.028 0.1 0.0 -0.2 0.28
C -1.200 -0.207 -0.106 0.0 -0.4 0.7 -0.16
H -1.634 -1.227 0.050 0.3 0.5 -0.3 0.14
```
Forces are in eV/Å.

Computed properties:
Relative energy (zero: lowest compared OMol25 entry of this formula, charge and spin): 85.0 kJ/mol
HOMO energy: -0.514 hartree
Orbital gap: 8.41 eV
Largest force on an atom: 1.01 eV/A
Charge: +1
Multiplicity: 1

---

Record 9
C25H24Cl4O8 | the ωB97M-V functional and the def2-TZVPD basis

XYZ file:
```
61
Properties=species:S:1:pos:R:3:forces:R:3:lowdin_charge:R:1
C -5.481 1.675 -2.572 1.1 0.2 0.7 0.01
C -5.597 2.910 -1.954 -1.1 0.1 -0.1 -0.05
C -4.553 3.575 -1.366 -0.2 0.5 0.7 -0.27
C -3.293 2.937 -1.377 -1.1 3.3 1.6 -0.02
C -3.154 1.722 -1.921 1.2 0.1 -1.1 -0.08
C -4.195 1.133 -2.579 -1.3 -1.4 -0.4 -0.33
O -3.997 -0.070 -3.173 -0.8 -0.4 -0.4 0.04
O -4.817 4.786 -0.677 1.7 -0.9 -0.2 0.01
H -6.348 1.133 -2.920 0.2 0.0 -0.3 0.12
H -6.563 3.389 -1.902 -0.3 0.0 0.0 0.11
H -2.446 3.440 -0.933 0.1 0.1 0.1 0.12
H -2.125 1.409 -2.024 -0.3 -0.7 0.0 0.06
H -3.110 -0.091 -3.538 0.4 -0.1 0.1 0.04
H -5.664 5.201 -0.860 -0.1 -0.6 -0.4 0.09
C 2.430 2.517 0.447 0.1 0.7 0.5 -0.01
C 1.611 2.367 1.629 3.0 0.3 -0.3 -0.02
C 2.322 2.503 2.832 1.0 0.5 0.1 -0.30
C 3.705 2.924 2.844 -1.2 -1.2 0.5 -0.02
C 4.471 3.036 1.715 -1.8 -0.4 0.1 -0.04
C 3.792 2.882 0.491 0.9 -0.3 1.6 -0.33
O 4.558 3.006 -0.613 -1.0 -0.3 -2.6 0.03
O 1.696 2.273 4.031 -1.2 0.4 -0.7 0.01
H 2.008 2.416 -0.542 -0.2 -0.1 0.0 0.09
H 0.574 2.067 1.614 0.1 0.1 -0.1 0.07
H 4.245 2.959 3.779 -0.3 0.1 0.4 0.10
H 5.541 3.096 1.850 0.1 0.4 -0.5 0.11
H 5.499 3.189 -0.567 -0.3 0.0 1.0 0.11
H 2.206 1.789 4.684 0.7 0.2 0.0 0.04
C 4.617 -2.298 4.764 1.0 -1.5 0.2 -0.04
C 4.514 -1.078 5.317 -0.9 1.2 0.4 -0.01
C 3.281 -0.387 5.246 0.9 -2.3 -0.5 -0.33
C 2.171 -1.006 4.695 0.2 -0.9 -0.1 -0.03
C 2.297 -2.339 4.245 -0.3 1.2 0.1 -0.04
C 3.522 -2.939 4.277 -0.4 -1.7 -1.1 -0.32
O 3.724 -4.235 3.772 -0.5 1.2 0.3 0.03
O 3.218 0.840 5.746 -0.5 1.8 0.9 0.04
H 5.515 -2.897 4.761 0.3 0.3 0.2 0.13
H 5.353 -0.701 5.882 0.1 0.5 -0.2 0.12
H 1.191 -0.557 4.618 0.1 0.4 0.3 0.09
H 1.425 -2.844 3.857 -0.1 -0.1 0.0 0.10
H 2.990 -4.324 3.160 0.0 -0.6 -0.2 0.09
H 3.905 0.949 6.408 0.1 0.3 0.0 0.13
C -2.396 -4.071 -3.910 1.3 0.2 0.1 0.01
C -2.035 -2.820 -3.392 -0.7 0.7 -0.2 0.02
C -1.609 -1.789 -4.265 -0.1 -2.2 0.1 -0.31
C -1.386 -2.154 -5.570 0.8 1.0 -0.6 -0.03
C -1.605 -3.411 -6.070 0.4 -0.3 0.2 -0.02
C -2.058 -4.388 -5.211 -1.0 0.8 -0.6 -0.36
O -2.246 -5.648 -5.662 -0.1 -1.5 0.1 0.04
O -1.399 -0.511 -3.855 -0.1 0.5 1.3 0.01
H -2.767 -4.904 -3.332 -0.1 0.3 0.5 0.12
H -2.185 -2.634 -2.338 -0.1 0.2 0.0 0.06
H -0.855 -1.433 -6.173 -0.3 0.3 -0.5 0.12
H -1.352 -3.671 -7.087 0.0 0.1 -0.1 0.12
H -2.851 -5.718 -6.404 0.0 0.3 -0.1 0.11
H -0.872 0.048 -4.430 0.1 -0.4 -0.4 0.13
C -1.128 -0.638 0.918 0.7 -0.1 0.2 -1.97
Cl -1.561 -2.233 0.295 -0.4 0.0 0.4 0.55
Cl -2.490 0.215 1.660 0.4 -0.3 -0.4 0.57
Cl 0.189 -0.841 2.130 -0.6 0.1 -0.3 0.57
Cl -0.434 0.244 -0.451 -0.1 0.2 0.2 0.58
```
Forces are in eV/Å.

Computed properties:
HOMO energy: -0.282 hartree
Orbital gap: 7.91 eV
Largest force on an atom: 3.87 eV/A
SMILES: ClC(Cl)(Cl)Cl.Oc1ccc(O)cc1.Oc1ccc(O)cc1.Oc1ccc(O)cc1.Oc1ccc(O)cc1
Multiplicity: 1

---

Record 10
CHFI2 | the ωB97M-V functional and the def2-TZVPD basis

XYZ file:
```
5
Properties=species:S:1:pos:R:3:forces:R:3:lowdin_charge:R:1
C 0.662 0.098 0.000 1.9 2.7 0.8 -0.72
F 0.783 -0.229 1.252 0.1 -0.5 0.8 -0.07
I -2.354 -1.602 -0.318 0.0 0.1 0.0 0.15
I 0.930 2.133 -0.369 -0.1 -0.4 0.0 0.80
H -0.021 -0.400 -0.565 -1.9 -1.8 -1.6 -0.16
```
Forces are in eV/Å.

Computed properties:
Relative energy (zero: lowest compared OMol25 entry of this formula, charge and spin): 234.7 kJ/mol
HOMO energy (spin up / spin down): -0.378 / -0.317 hartree
Orbital gap (spin up / spin down): 9.68 / 5.24 eV
Largest force on an atom: 3.36 eV/A
Multiplicity: 1

---

Record 11
C4H6IN | the ωB97M-V functional and the def2-TZVPD basis

XYZ file:
```
12
Properties=species:S:1:pos:R:3:forces:R:3:lowdin_charge:R:1
C 0.864 -1.807 0.016 -0.3 2.4 1.1 -0.11
C -0.139 -0.831 0.549 1.1 -2.5 2.1 -0.42
C 0.227 1.569 -0.072 0.7 0.6 0.4 -0.16
C -0.482 0.282 -0.354 -1.4 -0.4 0.9 -0.75
N -0.271 -2.239 -0.034 -1.9 -1.3 -0.9 0.14
I -2.699 0.372 -0.137 0.5 0.4 -0.5 0.71
H 1.839 -1.842 -0.322 1.8 -0.8 -0.5 0.09
H -0.366 -1.004 1.660 0.3 1.6 -1.7 0.14
H 0.210 2.262 -0.947 0.0 -0.6 0.8 0.09
H 1.297 1.252 0.163 -1.1 0.8 -0.3 0.10
H -0.227 2.079 0.807 0.6 -0.3 -0.6 0.08
H -0.253 -0.094 -1.329 -0.3 0.0 -0.8 0.07
```
Forces are in eV/Å.

Computed properties:
Relative energy (zero: lowest compared OMol25 entry of this formula, charge and spin): 182.3 kJ/mol
HOMO energy: -0.333 hartree
Orbital gap: 9.50 eV
Largest force on an atom: 3.46 eV/A
SMILES: C[C@H](I)[C@@H]1C=N1
Multiplicity: 1

---

Record 12
C6H12NO | the ωB97M-V functional and the def2-TZVPD basis

XYZ file:
```
20
Properties=species:S:1:pos:R:3:forces:R:3:lowdin_charge:R:1
C 1.657 -1.154 -0.099 0.6 -2.7 -0.6 -0.19
C 2.203 -0.017 0.203 1.6 -0.3 0.3 0.02
C 0.371 -1.493 -0.842 0.9 0.5 0.7 -0.16
C -0.506 -0.235 -0.965 -1.1 -1.6 0.8 -0.13
C -0.586 -0.222 1.669 1.0 -0.5 0.6 0.00
C -1.859 2.222 -0.523 0.1 4.0 1.5 0.15
N -0.633 0.374 0.372 -1.1 1.7 -1.8 -0.15
O -1.408 1.522 0.398 0.5 -1.0 0.6 0.05
H 2.252 -2.031 0.134 -0.1 -0.2 -0.1 0.11
H 3.215 0.147 0.558 -0.2 -0.5 0.2 0.09
H 0.647 -1.846 -1.836 0.0 0.2 -0.1 0.13
H -0.046 -2.404 -0.369 -0.5 0.8 -0.1 0.13
H 0.016 0.482 -1.599 -0.3 0.0 -0.2 0.13
H -1.524 -0.570 -1.347 1.0 0.9 0.2 0.16
H 0.204 0.284 2.300 -0.5 -0.9 -0.8 0.13
H -1.513 -0.104 2.234 -0.2 -0.5 -0.4 0.11
H -0.336 -1.265 1.342 -0.3 0.7 1.6 0.11
H 1.673 0.823 0.014 -1.4 2.9 -0.6 0.02
H -2.175 3.272 -0.073 0.0 -2.4 -1.1 0.18
H -1.651 2.216 -1.573 0.0 -1.1 -0.6 0.11
```
Forces are in eV/Å.

Computed properties:
Relative energy (zero: lowest compared OMol25 entry of this formula, charge and spin): 497.5 kJ/mol
HOMO energy (spin up / spin down): -0.497 / -0.497 hartree
Orbital gap (spin up / spin down): 7.97 / 7.97 eV
Largest force on an atom: 4.27 eV/A
Charge: +1
Multiplicity: 1